(1)
A molecular structure, C48H54BrN5Si2Sr, computed with the ωB97M-V functional and the def2-TZVPD basis.

Last column: Mulliken charge in e.
Geometry (Å):
1 Sr -1.195 -0.489 -0.212  0.903
2 C -2.354 -4.423 0.542  -1.124
3 C -1.983 -4.162 -0.893  0.350
4 C -2.404 -5.034 -1.880  -0.787
5 C -2.073 -4.736 -3.205  -0.891
6 C -1.297 -3.642 -3.482  -0.778
7 C -0.825 -2.816 -2.420  0.144
8 N -1.236 -3.077 -1.145  0.419
9 N 0.023 -1.790 -2.575  0.314
10 Si 0.871 -1.440 -4.011  0.423
11 C -0.140 -0.812 -5.493  -1.564
12 C 1.885 -2.943 -4.619  -1.327
13 C 2.153 -0.117 -3.593  0.343
14 H -2.217 -5.479 0.779  0.424
15 H -3.404 -4.180 0.715  0.265
16 H -1.748 -3.813 1.207  -0.015
17 H -2.982 -5.912 -1.628  0.448
18 H -2.429 -5.373 -4.007  0.412
19 H -1.037 -3.383 -4.500  0.414
20 H 0.104 -1.357 -6.407  0.496
21 H 0.054 0.247 -5.675  0.385
22 H -1.214 -0.920 -5.321  0.327
23 H 1.286 -3.857 -4.585  0.382
24 H 2.763 -3.111 -3.987  0.248
25 H 2.234 -2.816 -5.646  0.396
26 H 1.688 0.861 -3.489  -0.687
27 H 2.891 -0.052 -4.398  0.510
28 H 2.696 -0.317 -2.665  -0.319
29 Br -6.610 -2.201 4.521  -0.202
30 C -4.758 -2.565 4.356  -0.338
31 C -4.103 -3.288 5.337  -0.017
32 C -2.752 -3.541 5.161  -1.044
33 C -2.136 -3.074 4.010  0.067
34 N -2.774 -2.383 3.072  0.152
35 C -4.061 -2.119 3.243  -0.205
36 H -4.632 -3.637 6.213  0.439
37 H -2.194 -4.093 5.905  0.423
38 H -1.082 -3.258 3.828  0.273
39 H -4.545 -1.526 2.476  0.428
40 C 0.832 0.623 5.555  -0.995
41 C 1.069 -0.273 4.492  -0.513
42 C 0.177 -0.359 3.456  -0.089
43 C -0.982 0.453 3.390  0.541
44 C -1.837 0.392 2.242  -0.457
45 C -2.931 1.240 2.291  -0.469
46 C -3.221 2.089 3.383  -0.790
47 C -2.392 2.132 4.469  -0.793
48 C -1.232 1.324 4.489  1.164
49 C -0.302 1.386 5.556  -0.871
50 H 1.543 0.695 6.368  0.403
51 H 1.963 -0.890 4.521  0.289
52 H 0.317 -1.067 2.642  0.419
53 H -3.616 1.288 1.442  0.303
54 H -4.094 2.732 3.343  0.388
55 H -2.594 2.781 5.313  0.400
56 H -0.504 2.065 6.378  0.400
57 C 3.714 -2.451 -0.831  -1.240
58 C 2.198 -2.544 -0.563  1.184
59 N 1.895 -1.916 0.722  0.150
60 C 2.459 -0.565 0.758  0.875
61 C 4.000 -0.643 0.808  -0.987
62 N 4.374 -2.054 0.458  0.205
63 C 3.948 -2.973 1.560  -0.731
64 C 2.432 -2.738 1.793  0.018
65 H 3.947 -1.685 -1.570  0.357
66 H 4.142 -3.396 -1.165  0.202
67 H 1.856 -3.579 -0.532  0.645
68 H 1.618 -2.063 -1.356  -1.377
69 H 2.072 -0.021 1.620  0.059
70 H 2.134 -0.034 -0.141  -0.630
71 H 4.395 -0.431 1.802  0.328
72 H 4.458 0.038 0.091  0.416
73 H 5.382 -2.111 0.341  0.343
74 H 4.542 -2.753 2.446  0.447
75 H 4.165 -3.993 1.244  0.264
76 H 2.257 -2.242 2.748  -0.240
77 H 1.898 -3.688 1.810  0.567
78 C -3.299 3.680 -4.324  -0.570
79 C -2.570 2.500 -4.375  -0.644
80 C -1.740 2.152 -3.319  -0.292
81 C -1.597 2.973 -2.195  0.622
82 C -2.359 4.144 -2.157  -0.322
83 C -3.204 4.493 -3.202  -0.679
84 Si -0.395 2.425 -0.807  -0.294
85 C 1.336 2.774 -1.593  0.995
86 C 2.456 2.640 -0.765  -0.656
87 C 3.736 2.933 -1.212  -0.537
88 C 3.934 3.365 -2.518  -0.782
89 C 2.839 3.512 -3.356  -0.334
90 C 1.559 3.222 -2.896  -0.411
91 C -0.330 3.945 0.382  -0.506
92 C 0.068 5.200 -0.094  0.172
93 C 0.123 6.310 0.735  -0.892
94 C -0.224 6.194 2.076  -0.601
95 C -0.611 4.959 2.573  -0.355
96 C -0.657 3.851 1.734  -0.038
97 H -3.944 3.957 -5.148  0.354
98 H -2.654 1.851 -5.239  0.414
99 H -1.182 1.217 -3.369  0.271
100 H -2.297 4.787 -1.288  0.398
101 H -3.793 5.400 -3.146  0.400
102 H 2.302 2.329 0.267  0.519
103 H 4.579 2.851 -0.533  0.472
104 H 4.930 3.600 -2.873  0.371
105 H 2.984 3.858 -4.373  0.419
106 H 0.713 3.355 -3.562  0.391
107 H 0.346 5.306 -1.138  0.467
108 H 0.435 7.268 0.335  0.391
109 H -0.192 7.061 2.724  0.357
110 H -0.884 4.857 3.617  0.472
111 H -0.953 2.891 2.138  0.155

The orbital gap is 5.34 eV. The value obtained for the total energy is -5318.96265 Ha. The calculation puts the largest force on an atom at 0.8 eV/Å. As for the spin multiplicity: 1.



(2)
A molecular structure, C48H55B2N10O3PSeTl, computed with the ωB97M-V functional and the def2-TZVPD basis.

Last column: Löwdin spin population.
Geometry (Å):
1 Tl 0.545 -0.114 -0.691  0.006
2 C 2.193 2.509 -2.899  0.000
3 C 0.903 1.970 -3.421  0.002
4 C 0.241 2.261 -4.620  0.000
5 C -0.855 1.423 -4.632  0.000
6 N -0.844 0.687 -3.508  0.000
7 N 0.230 1.027 -2.767  0.003
8 B -1.803 -0.493 -3.146  0.001
9 N -2.511 -0.188 -1.794  0.000
10 C -3.810 -0.133 -1.455  0.000
11 C -3.906 0.164 -0.109  0.000
12 C -2.591 0.276 0.337  0.000
13 C -2.086 0.547 1.715  0.002
14 N -1.762 0.058 -0.686  0.001
15 N -0.935 -1.767 -2.969  0.000
16 C -1.097 -2.994 -3.497  0.000
17 C 0.036 -3.739 -3.247  0.000
18 C 0.886 -2.885 -2.536  0.000
19 C 2.289 -3.089 -2.079  0.000
20 N 0.281 -1.708 -2.372  0.001
21 N -2.735 -0.652 -4.337  0.000
22 C -2.455 -1.243 -5.535  0.000
23 C -3.411 -0.855 -6.431  0.000
24 C -4.256 0.024 -5.709  0.000
25 C -5.455 0.766 -6.187  0.000
26 N -3.824 0.142 -4.466  0.000
27 H 2.359 3.529 -3.250  0.000
28 H 2.217 2.475 -1.807  0.000
29 H 3.028 1.909 -3.266  0.000
30 H 0.525 2.974 -5.375  0.000
31 H -1.630 1.322 -5.375  0.000
32 H -4.577 -0.297 -2.185  0.000
33 H -4.805 0.278 0.470  0.000
34 H -2.905 0.495 2.430  0.000
35 H -1.316 -0.177 1.990  0.000
36 H -1.644 1.545 1.779  0.003
37 H -2.006 -3.265 -4.008  0.000
38 H 0.228 -4.758 -3.536  0.000
39 H 2.443 -4.100 -1.707  0.000
40 H 2.974 -2.922 -2.912  0.000
41 H 2.537 -2.377 -1.292  0.000
42 H -1.594 -1.875 -5.676  0.000
43 H -3.519 -1.163 -7.457  0.000
44 H -5.948 0.228 -6.993  0.000
45 H -6.156 0.920 -5.368  0.000
46 H -5.164 1.746 -6.570  0.000
47 C 2.771 3.120 3.253  0.000
48 C 2.925 1.726 2.674  0.000
49 C 4.402 1.396 2.495  0.000
50 O 2.335 1.719 1.330  0.010
51 B 1.668 0.556 1.208  0.010
52 O 1.570 -0.191 2.315  0.000
53 C 2.118 0.602 3.420  0.000
54 C 2.956 -0.307 4.298  0.000
55 C 0.919 1.116 4.205  0.000
56 H 3.345 3.821 2.647  0.000
57 H 3.165 3.142 4.269  0.000
58 H 1.731 3.442 3.265  0.000
59 H 4.850 2.134 1.831  0.000
60 H 4.537 0.409 2.054  0.000
61 H 4.921 1.432 3.452  0.000
62 H 3.678 -0.878 3.718  0.000
63 H 2.299 -1.006 4.813  0.000
64 H 3.488 0.283 5.045  0.000
65 H 0.313 1.804 3.612  0.000
66 H 1.246 1.619 5.115  0.000
67 H 0.300 0.264 4.484  0.000
68 O -0.044 -2.048 0.634  0.001
69 P 0.067 -3.327 1.418  0.000
70 C -1.244 -4.451 0.906  0.000
71 C -1.723 -5.475 1.720  0.000
72 C -2.745 -6.292 1.263  0.000
73 C -3.287 -6.089 -0.001  0.000
74 C -2.815 -5.064 -0.809  0.000
75 C -1.798 -4.241 -0.354  0.000
76 C -0.154 -3.126 3.200  0.000
77 C 0.735 -3.654 4.131  0.000
78 C 0.448 -3.559 5.487  0.000
79 C -0.714 -2.929 5.908  0.000
80 C -1.605 -2.402 4.980  0.000
81 C -1.332 -2.515 3.627  0.000
82 C 1.675 -4.114 1.196  0.000
83 C 2.815 -3.347 1.434  0.000
84 C 4.070 -3.913 1.287  0.000
85 C 4.189 -5.244 0.903  0.000
86 C 3.056 -6.008 0.666  0.000
87 C 1.794 -5.447 0.818  0.000
88 H -1.309 -5.624 2.710  0.000
89 H -3.125 -7.085 1.893  0.000
90 H -4.088 -6.728 -0.350  0.000
91 H -3.243 -4.903 -1.790  0.000
92 H -1.435 -3.417 -0.956  0.000
93 H 1.646 -4.140 3.805  0.000
94 H 1.125 -3.987 6.215  0.000
95 H -0.935 -2.863 6.966  0.000
96 H -2.519 -1.928 5.314  0.000
97 H -2.039 -2.150 2.891  0.000
98 H 2.701 -2.311 1.737  0.000
99 H 4.959 -3.325 1.479  0.000
100 H 5.170 -5.688 0.802  0.000
101 H 3.153 -7.043 0.367  0.000
102 H 0.905 -6.040 0.643  0.000
103 C -1.738 6.053 1.245  0.003
104 N -0.623 6.126 0.315  0.049
105 C -0.094 5.108 -0.394  0.025
106 Se -0.592 3.330 -0.363  0.690
107 N 0.906 5.600 -1.150  0.038
108 C 1.041 6.952 -0.936  0.041
109 C 1.920 7.903 -1.443  0.003
110 C 1.782 9.186 -0.959  0.033
111 C 0.799 9.522 -0.010  0.030
112 C -0.083 8.587 0.486  0.006
113 C 0.058 7.287 0.008  0.037
114 H -2.024 5.015 1.381  0.001
115 H -2.587 6.609 0.850  0.002
116 H -1.444 6.479 2.203  0.001
117 H 1.457 5.030 -1.777  0.000
118 H 2.672 7.655 -2.179  -0.001
119 H 2.449 9.957 -1.318  0.001
120 H 0.736 10.542 0.340  0.001
121 H -0.846 8.852 1.205  0.000

The orbital gap (spin up / spin down) is 8.01 / 4.49 eV. The value obtained for the total energy is -5600.17049 Ha. The calculation puts the largest force on an atom at 1.0 eV/Å. Its energy relative to the best compared isomer or geometry (same formula, charge and spin) is 0.0 kcal/mol. The charge is +2. As for the spin multiplicity: 2.



Q: Among the records above, which one has the highest largest force on an atom?
A: C48H55B2N10O3PSeTl



Q: Which value of largest force on an atom does entry 1 give?
A: 0.8 eV/Å



Q: Which of these has the lowest largest force on an atom?
A: C48H54BrN5Si2Sr